1.
The following is a DFT calculation (ωB97M-V/def2-TZVPD) of 2 unconnected molecules or ions with the total composition C6H16NPS2 in a non-equilibrium geometry.

ORCA input file:
```
! wB97M-V def2-TZVPD RIJCOSX def2/J DEFGRID3
* xyz 0 1
S 1.804 -2.109 -2.206
H -2.129 3.288 1.039
H 0.297 -0.917 1.226
H 1.716 -0.653 0.485
H 0.180 2.883 -1.635
H 0.685 -3.790 1.391
H 1.363 2.170 1.566
C -0.376 2.241 0.144
P 0.282 -2.015 -0.991
H -0.779 -3.976 -1.199
H -1.436 4.116 -0.226
C -0.604 -3.561 -0.280
S -1.083 0.899 1.082
H 0.418 3.571 1.660
C 0.772 2.895 0.919
C 0.064 1.871 -1.308
H -0.035 -5.333 0.832
C -1.611 3.137 0.106
H 1.446 3.281 0.163
H -1.512 -3.426 0.202
H -0.771 1.358 -1.776
H 1.337 -4.489 -0.136
N 0.881 -1.263 0.503
C 0.451 -4.374 0.499
H -2.443 2.710 -0.532
H 1.087 1.484 -1.526
*
```

## Properties
HOMO-LUMO gap (spin up / spin down), eV: 7.665 / 5.982
Relative energy (zero: lowest compared OMol25 entry of this formula, charge and spin), kcal/mol: 18.9
Electronic energy, eV: -38928.597

***

2.
The following is a DFT calculation (ωB97M-V/def2-TZVPD) of 2 unconnected molecules or ions with the total composition C5H14 in a non-equilibrium geometry.

ORCA input file:
```
! wB97M-V def2-TZVPD RIJCOSX def2/J DEFGRID3
* xyz 0 1
C -2.858 -1.011 0.252
H -2.112 -0.739 -0.497
H -2.828 -0.071 2.316
H 3.343 -0.383 -0.939
H 1.251 -0.569 -2.254
H -3.817 -1.010 -0.265
C 2.466 1.408 0.038
H 0.314 0.274 -0.935
H 3.021 1.724 0.915
H -1.571 0.437 1.257
C -2.625 0.127 1.257
H 2.925 1.902 -0.820
H -3.294 0.950 0.928
H -2.638 -2.030 0.540
H 0.852 -1.456 -1.012
H 1.468 1.698 0.232
H 2.519 -0.752 0.485
C 2.401 -0.115 -0.338
C 1.184 -0.385 -1.156
*
```

## Properties
HOMO-LUMO gap, eV: 11.987
Relative energy (zero: lowest compared OMol25 entry of this formula, charge and spin), kcal/mol: 22.5
Structure (SMILES): CCC.CC
Electronic energy, eV: -5411.075

***

3.
The following is a DFT calculation (ωB97M-V/def2-TZVPD) of a molecular structure, C20H21Cl3FGeNO4Ti.

ORCA input file:
```
! wB97M-V def2-TZVPD RIJCOSX def2/J DEFGRID3
* xyz -1 2
Cl 2.412 1.750 3.301
O -3.264 3.250 2.878
C -2.987 1.436 -0.503
H -4.071 1.479 -0.634
C -2.362 0.765 -1.719
C -2.247 2.611 2.899
H 2.065 -0.088 1.488
C 2.567 -0.759 0.796
O -1.507 2.308 1.855
O -0.486 1.373 3.883
F -0.511 -0.955 2.784
H -2.759 1.282 -2.598
H -0.437 -4.420 -1.035
H 3.574 -0.909 1.191
C -0.704 -3.214 2.107
C -0.672 -4.151 1.078
H 3.429 -1.103 -2.510
H 2.459 -2.206 -1.528
Ti 0.093 1.260 2.031
C 0.916 1.596 -3.391
H -1.172 1.889 -3.734
C -0.554 -1.894 1.781
Ge 3.478 2.725 1.449
H -0.174 -2.038 -1.537
C 1.853 1.032 -2.554
C -0.847 0.893 -1.875
H 1.220 2.100 -4.300
H -2.617 -1.247 -0.923
H 4.115 -1.820 -1.044
C 2.678 -0.242 -0.637
H 2.051 -1.717 0.840
C -0.381 -1.381 0.497
H 3.455 0.531 -0.632
Cl 3.735 4.765 2.327
H 2.905 1.085 -2.814
H -3.937 -0.688 -1.946
H -2.619 2.449 -0.354
C 1.489 0.406 -1.362
H -2.409 -1.199 -2.678
H -0.828 -3.493 3.145
C -0.329 -2.357 -0.514
O -2.109 2.098 5.263
C -0.477 -3.705 -0.222
C -2.852 -0.681 -1.824
H -2.777 0.881 0.407
N -0.224 -0.027 0.346
C 3.205 -1.409 -1.489
C -0.423 1.491 -3.059
C 0.135 0.414 -0.977
Cl 1.299 3.046 0.579
C -1.606 1.994 4.174
H -0.788 -5.204 1.295
*
```

## Properties
HOMO-LUMO gap (spin up / spin down), eV: 8.018 / 8.042
Relative energy (zero: lowest compared OMol25 entry of this formula, charge and spin), kcal/mol: 24.1
Electronic energy, eV: -150686.672

***

4.
The following is a DFT calculation (ωB97M-V/def2-TZVPD) of a molecular structure, C9H22BO3Rb in a non-equilibrium geometry.

ORCA input file:
```
! wB97M-V def2-TZVPD RIJCOSX def2/J DEFGRID3
* xyz 1 2
H 5.303 1.845 -0.914
O 2.333 2.409 -1.224
H 0.327 -2.286 -1.575
C -4.724 -1.456 0.069
C 3.371 3.325 0.696
C 4.647 2.579 -1.382
C 1.328 -1.089 2.455
H 3.330 4.409 0.593
H -1.484 -1.795 1.951
H -0.495 -3.401 -2.696
H -1.249 -1.869 -2.124
H -4.137 -2.145 -0.538
C -3.752 -0.496 0.694
O 0.321 0.123 0.625
C -0.723 -1.929 1.182
C -3.349 0.540 -0.280
H -0.291 -2.918 1.329
H -0.008 -1.781 -3.260
H 4.321 3.111 1.186
H -5.105 -2.110 0.853
H 0.965 -0.633 3.376
H 2.239 -0.556 2.182
H 2.618 3.016 1.421
H -4.307 0.923 -0.632
H 1.408 -2.152 2.683
H -2.662 0.196 -1.053
Rb 0.039 0.792 -2.172
H 5.078 3.570 -1.242
O -3.597 -0.442 1.922
C 3.363 2.726 -0.685
H 4.517 2.254 -2.415
H -5.565 -1.018 -0.469
B -0.340 -2.369 -2.419
C 0.322 -0.879 1.385
H -1.109 -1.851 0.165
H -2.933 1.355 0.312
*
```

## Properties
HOMO-LUMO gap (spin up / spin down), eV: 6.080 / 2.149
Electronic energy, eV: -17152.008

***

Copy entry 2 word for word.
The following is a DFT calculation (ωB97M-V/def2-TZVPD) of 2 unconnected molecules or ions with the total composition C5H14 in a non-equilibrium geometry.

ORCA input file:
```
! wB97M-V def2-TZVPD RIJCOSX def2/J DEFGRID3
* xyz 0 1
C -2.858 -1.011 0.252
H -2.112 -0.739 -0.497
H -2.828 -0.071 2.316
H 3.343 -0.383 -0.939
H 1.251 -0.569 -2.254
H -3.817 -1.010 -0.265
C 2.466 1.408 0.038
H 0.314 0.274 -0.935
H 3.021 1.724 0.915
H -1.571 0.437 1.257
C -2.625 0.127 1.257
H 2.925 1.902 -0.820
H -3.294 0.950 0.928
H -2.638 -2.030 0.540
H 0.852 -1.456 -1.012
H 1.468 1.698 0.232
H 2.519 -0.752 0.485
C 2.401 -0.115 -0.338
C 1.184 -0.385 -1.156
*
```

## Properties
HOMO-LUMO gap, eV: 11.987
Relative energy (zero: lowest compared OMol25 entry of this formula, charge and spin), kcal/mol: 22.5
Structure (SMILES): CCC.CC
Electronic energy, eV: -5411.075

***

What did the second record say?
The following is a DFT calculation (ωB97M-V/def2-TZVPD) of 2 unconnected molecules or ions with the total composition C5H14 in a non-equilibrium geometry.

ORCA input file:
```
! wB97M-V def2-TZVPD RIJCOSX def2/J DEFGRID3
* xyz 0 1
C -2.858 -1.011 0.252
H -2.112 -0.739 -0.497
H -2.828 -0.071 2.316
H 3.343 -0.383 -0.939
H 1.251 -0.569 -2.254
H -3.817 -1.010 -0.265
C 2.466 1.408 0.038
H 0.314 0.274 -0.935
H 3.021 1.724 0.915
H -1.571 0.437 1.257
C -2.625 0.127 1.257
H 2.925 1.902 -0.820
H -3.294 0.950 0.928
H -2.638 -2.030 0.540
H 0.852 -1.456 -1.012
H 1.468 1.698 0.232
H 2.519 -0.752 0.485
C 2.401 -0.115 -0.338
C 1.184 -0.385 -1.156
*
```

## Properties
HOMO-LUMO gap, eV: 11.987
Relative energy (zero: lowest compared OMol25 entry of this formula, charge and spin), kcal/mol: 22.5
Structure (SMILES): CCC.CC
Electronic energy, eV: -5411.075